Entry from OMol25: the ion C3H6NO2S with charge +1 (ωB97M-V/def2-TZVPD).

Calculated values
- charge = +1
- HOMO energy (eV) = -16.524

Each line ends with the Mulliken charge.
CARTESIAN COORDINATES (ANGSTROEM)
C1 -2.78547 0.11456 1.03703  0.204
C2 1.51457 -0.40533 0.66144  -0.997
C3 1.11524 0.47174 -0.47393  -0.321
N1 -2.03162 -0.22359 0.22546  -0.286
O1 -0.59563 -1.52809 -1.77825  -0.450
O2 -1.22203 0.95198 -1.89869  -0.423
S1 -0.53043 -0.04810 -1.17920  1.165
H1 -3.19016 0.55379 1.92793  0.375
H2 0.59694 -0.41196 1.45725  0.288
H3 1.70090 -1.41267 0.36897  0.343
H4 2.42908 0.10145 1.11801  0.340
H5 1.90250 0.29674 -1.20383  0.347
H6 1.09611 1.53949 -0.26217  0.415

---

Entry from OMol25: the ion CHN4OS2 with charge -1 (ωB97M-V/def2-TZVPD).

Calculated values
- charge = -1
- HOMO energy (eV) = -3.873

Each line ends with the Mulliken charge.
CARTESIAN COORDINATES (ANGSTROEM)
C1 -0.72406 -0.80835 -1.09788  0.422
N1 -1.70811 -0.78719 -0.26773  -0.364
N2 -2.65119 -1.62660 -0.81629  -0.313
N3 -2.32838 -2.14947 -1.89121  -0.374
N4 -1.11066 -1.72413 -2.20453  0.369
O1 0.99885 0.69392 -0.08203  -0.606
S1 0.12973 -1.79868 -3.26533  -0.460
S2 0.90969 -0.26977 -1.53429  0.042
H1 1.04732 0.18019 0.68011  0.283

---

Entry from OMol25: a structure of composition C15H30BrNOP2W (ωB97M-V/def2-TZVPD).

Calculated values
- charge = +2
- HOMO energy (spin up / spin down) (eV) = -14.961 / -14.961

Each line ends with the Mulliken charge.
CARTESIAN COORDINATES (ANGSTROEM)
W1 0.61497 0.08295 0.10530  0.711
P1 -0.91764 1.21999 1.62839  0.726
P2 0.93895 -1.78087 -1.70165  0.748
N1 0.70851 1.24907 -1.22408  -0.198
H1 1.24638 1.40082 0.95957  0.079
C1 -0.22866 1.88141 3.18779  -1.174
H2 -1.01260 2.41889 3.74499  0.442
H3 0.58674 2.58222 2.96730  0.374
H4 0.16764 1.06280 3.80312  0.311
C2 -2.46116 0.46699 2.19010  -0.983
H5 -3.03244 1.18194 2.80711  0.440
H6 -2.26015 -0.45352 2.76120  0.232
H7 -3.06616 0.18220 1.31920  0.394
C3 -1.42133 2.70086 0.68664  -1.215
H8 -2.00408 3.37434 1.33208  0.468
H9 -2.04034 2.40208 -0.16971  0.379
H10 -0.54663 3.24382 0.30443  0.331
C4 2.70806 -2.21094 -1.83302  -1.283
H11 2.85422 -2.85396 -2.71496  0.468
H12 3.02448 -2.75722 -0.93536  0.382
H13 3.30207 -1.29147 -1.94199  0.330
C5 0.05768 -3.34984 -1.46735  -1.074
H14 0.54126 -4.14777 -2.04982  0.409
H15 -0.98902 -3.24307 -1.78203  0.392
H16 0.06780 -3.63198 -0.40746  0.273
C6 0.52990 -1.25713 -3.40308  -1.170
H17 0.94436 -1.97625 -4.12415  0.454
H18 0.96508 -0.27439 -3.61710  0.311
H19 -0.56163 -1.19998 -3.53722  0.341
C7 0.66063 2.23476 -2.17319  -0.042
C8 1.45994 4.35918 -2.99162  -0.609
C9 1.62597 3.26093 -2.15588  -0.211
C10 -0.41830 2.27081 -3.08973  0.255
C11 -0.55063 3.37608 -3.92357  -0.750
C12 0.37620 4.42001 -3.88232  -0.424
H20 2.19442 5.16195 -2.95342  0.417
H21 2.46347 3.16051 -1.44819  0.419
H22 -1.11929 1.43068 -3.09017  0.444
H23 -1.38953 3.40985 -4.61383  0.402
H24 0.24791 5.28517 -4.53504  0.433
C13 -1.05573 -3.05276 3.17557  0.974
O1 -1.85783 -2.63859 2.34683  -0.560
C14 -0.54175 -2.17172 4.30429  -0.780
H25 -0.00598 -2.74098 5.07305  0.383
H26 -1.38453 -1.65260 4.77532  0.354
H27 0.12257 -1.40766 3.88431  -0.020
C15 -0.55910 -4.47969 3.19989  -1.422
H28 0.53048 -4.50324 3.26848  0.351
H29 -0.88934 -4.97448 2.28978  0.346
H30 -0.97195 -4.99885 4.07287  0.408
Br1 2.34612 -0.77132 1.57828  -0.266

---

Entry from OMol25: a structure of composition C31H51CsN8O3P2Sb2 (ωB97M-V/def2-TZVPD).

Calculated values
- charge = +2
- HOMO energy (eV) = -11.505

Each line ends with the Mulliken charge.
CARTESIAN COORDINATES (ANGSTROEM)
Cs1 -0.78712 0.22862 1.62954  1.253
C1 -3.22118 0.13015 -1.74565  -1.150
Sb1 -1.29230 -0.45515 -2.45077  0.460
C2 -1.06933 1.01743 -3.91105  -1.468
C3 -2.02079 -1.90125 -3.98008  -1.825
C4 -2.42938 -3.26165 -3.70668  1.266
C5 -3.75737 -3.58638 -3.70980  -0.714
C6 -4.16974 -4.92693 -3.60175  -0.694
C7 -3.25555 -5.96683 -3.54583  -0.688
C8 -1.92869 -5.67555 -3.58026  -0.601
C9 -1.49120 -4.35517 -3.63160  0.809
C10 -0.01206 -4.07900 -3.66411  -1.732
Sb2 0.81001 -3.53819 -1.73055  0.625
C11 1.78362 -5.46378 -1.52681  -1.462
C12 -0.82390 -4.04021 -0.46712  -1.303
H1 -3.65966 -0.67221 -1.15388  0.389
H2 -3.86949 0.28581 -2.63265  0.370
H3 -3.07653 1.06489 -1.26291  0.243
H4 -1.95709 1.15390 -4.51638  0.494
H5 -0.31435 0.71601 -4.62077  0.484
H6 -0.80123 2.00394 -3.58899  0.229
H7 -1.20598 -1.83236 -4.70468  0.549
H8 -2.85146 -1.38540 -4.46823  0.671
H9 -4.55018 -2.81537 -3.82355  0.350
H10 -5.24026 -5.04158 -3.57236  0.398
H11 -3.46888 -7.01923 -3.54963  0.424
H12 -1.22946 -6.48530 -3.60085  0.369
H13 0.25633 -3.32092 -4.35585  0.421
H14 0.49951 -5.01779 -3.89452  0.653
H15 1.06051 -6.30136 -1.56721  0.398
H16 2.26691 -5.55437 -0.57498  0.427
H17 2.45452 -5.68207 -2.36340  0.442
H18 -1.48707 -3.19935 -0.20608  0.271
H19 -0.37586 -4.48619 0.42597  0.470
H20 -1.41276 -4.80207 -0.94486  0.407
C13 0.18740 3.09851 5.76714  -1.009
C14 -0.31019 2.14696 6.61621  -0.667
C15 -1.41360 1.43422 6.18212  -1.007
C16 -1.88247 1.62352 4.89279  0.765
N1 -1.44300 2.58832 4.04699  0.056
C17 -0.41104 3.31783 4.51327  0.103
C18 -2.94308 0.66891 4.47665  0.063
C19 -2.96348 -0.61573 4.98131  -0.701
C20 -4.01257 -1.46594 4.63223  -0.594
C21 -4.94440 -0.96835 3.73676  -0.713
C22 -4.77804 0.31477 3.18208  -0.230
N2 -3.79669 1.12841 3.56944  -0.089
H21 0.96632 3.74242 6.08489  0.461
H22 0.07950 2.05319 7.62477  0.459
H23 -1.88803 0.71568 6.85240  0.547
H24 -0.06367 4.17067 3.92992  0.331
H25 -2.21729 -0.94417 5.65227  0.567
H26 -4.05098 -2.42442 5.04130  0.562
H27 -5.74583 -1.60359 3.49634  0.465
H28 -5.38404 0.70587 2.35699  0.455
O1 3.03232 2.17586 -3.89330  -0.572
C23 2.45768 2.69234 -2.97234  0.746
N3 2.00611 3.00402 -1.89621  -0.237
C24 5.49852 -1.28716 -0.54875  -0.947
N4 5.08564 -0.13626 -1.40822  0.058
C25 5.79350 1.11704 -0.94026  -0.642
N5 5.53595 1.29016 0.46853  0.140
C26 5.90329 0.12160 1.26991  -0.882
N6 5.21036 -1.08837 0.83206  0.198
C27 3.77875 -1.08393 1.13939  -0.880
P1 2.89020 0.43640 0.31561  0.801
C28 3.61920 0.04204 -1.37136  -0.054
C29 4.19935 1.73880 0.74981  -1.001
H29 6.55216 -1.40472 -0.69731  0.388
H30 4.98411 -2.16097 -0.94929  0.421
H31 5.38520 -0.36938 -2.40107  0.406
H32 5.41590 1.94509 -1.58229  0.348
H33 6.86197 0.98113 -1.09894  0.294
H34 5.69649 0.40170 2.29412  0.418
H35 6.98269 -0.03710 1.18890  0.292
H36 3.55722 -1.18536 2.19559  0.435
H37 3.27481 -1.92048 0.62698  0.284
H38 3.32956 0.83446 -2.07227  -0.547
H39 3.18092 -0.88341 -1.71373  0.350
H40 4.07784 1.96697 1.76798  0.501
H41 4.00331 2.64775 0.21382  0.438
N7 0.86620 5.18712 -0.96278  -0.661
C30 -0.51960 4.66520 -0.86378  -0.662
P2 -0.81866 3.66800 0.58233  1.083
O2 0.48477 3.39995 1.24099  -0.663
O3 -1.77954 2.59442 0.18678  -0.800
C31 -1.90665 4.75250 1.68297  -1.081
N8 -3.14941 3.94344 1.91752  -0.063
H42 1.34953 5.44799 -0.09556  0.258
H43 0.96840 5.99053 -1.56742  0.247
H44 1.64478 3.97018 -1.62316  0.285
H45 -0.65125 3.98313 -1.72763  -0.017
H46 -1.30310 5.44758 -0.88416  0.484
H47 -2.20402 5.65802 1.15224  0.497
H48 -1.47772 4.96883 2.63483  0.311
H49 -4.01302 4.40987 1.78794  0.383
H50 -3.08467 3.46928 2.81669  0.285
H51 -3.07647 3.18359 1.16729  0.301

---

Energy relative to the best compared isomer or geometry (same formula, charge and spin) across the listed records, respectively: 107.6; 26.5; 0.0; 0.0 kcal per mole.
Energy across the listed records, respectively: -720.89972; -1129.31131; -4042.78557; -3058.51934 Ha.
Largest force on an atom across the listed records, respectively: 9.1; 5.9; 2.6; 2.5 eV/Å.